[1]
This record from the Open Molecules 2025 dataset describes a 4-piece molecular cluster, C4H6N2O2 overall. The level of theory is the ωB97M-V functional and the def2-TZVPD basis.

The geometry in XYZ format:
```
14
C4H6N2O2 the ωB97M-V functional and the def2-TZVPD basis
C -2.064 0.182 1.114
C -1.076 0.643 0.113
C 1.309 -0.502 -0.359
C 1.608 0.352 -1.417
H -3.449 0.174 0.697
H -1.576 1.391 2.012
H -1.637 -1.331 1.565
H -0.339 -0.983 0.766
H 2.636 -1.464 -0.895
H 1.079 1.424 -1.170
N -0.057 -0.239 0.276
N 2.000 -1.510 -0.126
O -0.860 1.831 -0.280
O 2.424 0.032 -2.296
```

The charge is 0. The value obtained for the energy above the lowest of the compared OMol25 structures with the same formula, charge and spin is 200.0 kcal per mole. Its spin multiplicity is 1. The largest force on an atom is 0.122 hartree/bohr.


[2]
This record from the Open Molecules 2025 dataset describes C4H6N2O2 as an isolated structure. The level of theory is the ωB97M-V functional and the def2-TZVPD basis.

The geometry in XYZ format:
```
14
C4H6N2O2 the ωB97M-V functional and the def2-TZVPD basis
C 1.011 0.230 0.033
C 0.352 -0.946 0.905
C -1.670 -0.108 -0.003
C 0.615 0.077 -1.400
H -0.521 1.435 0.711
H 2.147 0.046 0.152
H 0.977 -1.911 0.847
H 0.479 -0.286 1.874
H -2.621 0.031 0.606
H 1.409 -0.075 -2.186
N -1.402 0.733 -0.899
N -0.504 0.528 -1.834
O 0.738 1.444 0.600
O -1.011 -1.200 0.594
```

The charge is 0. The value obtained for the energy above the lowest of the compared OMol25 structures with the same formula, charge and spin is 129.3 kcal per mole. Its spin multiplicity is 1. The largest force on an atom is 0.108 hartree/bohr.


[3]
This record from the Open Molecules 2025 dataset describes one molecule with the formula C4H6N2O2. The level of theory is the ωB97M-V functional and the def2-TZVPD basis.

The geometry in XYZ format:
```
14
C4H6N2O2 the ωB97M-V functional and the def2-TZVPD basis
C -1.163 -0.007 0.049
C -0.297 -1.159 0.028
C 0.977 -0.772 0.039
C -0.307 1.067 -0.025
H -2.980 0.781 -0.297
H -2.888 -0.875 -0.275
H -0.555 -2.217 0.088
H 2.761 -1.085 -0.609
H 2.301 1.579 0.903
H -0.445 2.110 -0.168
N -2.536 -0.014 0.157
N 0.956 0.602 0.053
O 2.135 -1.430 0.083
O 2.041 1.419 -0.026
```

The charge is 0. The value obtained for the energy above the lowest of the compared OMol25 structures with the same formula, charge and spin is 71.7 kcal per mole. Its spin multiplicity is 1. The SMILES is Nc1cc(O)n(O)c1. The largest force on an atom is 0.054 hartree/bohr.


[4]
This record from the Open Molecules 2025 dataset describes one molecule with the formula C4H6N2O2. The level of theory is the ωB97M-V functional and the def2-TZVPD basis.

The geometry in XYZ format:
```
14
C4H6N2O2 the ωB97M-V functional and the def2-TZVPD basis
C 1.012 -0.977 -0.544
C -0.020 -0.531 0.311
C 0.454 -0.284 1.691
C -1.003 0.389 -0.236
H 1.562 -0.940 -2.631
H 0.189 -0.183 -2.095
H 1.696 -1.625 0.003
H 0.137 0.240 2.685
H -2.153 2.059 -0.017
H -1.584 0.998 1.602
N 1.076 -0.436 -1.837
N -1.843 1.150 0.493
O 1.702 -0.595 2.018
O -1.226 0.733 -1.446
```

The charge is 0. The value obtained for the energy above the lowest of the compared OMol25 structures with the same formula, charge and spin is 77.5 kcal per mole. Its spin multiplicity is 1. The SMILES is N/C=C(/C=O)C(N)=O. The largest force on an atom is 0.136 hartree/bohr.


[5]
This record from the Open Molecules 2025 dataset describes one molecule with the formula C4H6N2O2. The level of theory is the ωB97M-V functional and the def2-TZVPD basis.

The geometry in XYZ format:
```
14
C4H6N2O2 the ωB97M-V functional and the def2-TZVPD basis
C -0.582 -0.943 -0.654
C 0.460 -1.230 0.268
C 0.491 0.907 1.150
C 0.709 -0.111 -0.912
H -1.232 -0.654 1.051
H -0.834 -1.566 -1.388
H 1.176 -2.152 0.279
H 0.324 1.886 1.727
H -1.102 1.664 -0.508
H 1.248 -0.286 -1.785
N 0.314 -0.327 1.620
N 0.874 1.120 -0.338
O -1.589 -0.270 0.165
O -0.258 1.961 -0.675
```

The charge is 0. The value obtained for the energy above the lowest of the compared OMol25 structures with the same formula, charge and spin is 157.4 kcal per mole. Its spin multiplicity is 1. The SMILES is O[C@@H]1[C@@H]2N=CN(O)[C@H]12. The largest force on an atom is 0.114 hartree/bohr.


[6]
This record from the Open Molecules 2025 dataset describes one molecule with the formula C4H6N2O3S. The level of theory is the ωB97M-V functional and the def2-TZVPD basis.

The geometry in XYZ format:
```
16
C4H6N2O3S the ωB97M-V functional and the def2-TZVPD basis
C 1.802 0.821 -0.656
C 1.868 -0.610 -0.596
C 0.802 1.347 0.079
C 1.104 -1.419 0.155
N -0.075 0.695 0.881
N -2.455 -0.570 0.792
O -2.177 1.655 -0.528
O -1.227 -0.443 -1.283
O 0.193 -0.837 1.083
S -1.570 0.428 -0.169
H 2.446 1.410 -1.329
H 2.679 -1.226 -1.156
H 0.613 2.424 0.026
H 0.939 -2.539 0.074
H -3.176 -0.166 1.267
H -1.766 -0.969 1.359
```

The charge is 0. The value obtained for the energy above the lowest of the compared OMol25 structures with the same formula, charge and spin is 84.7 kcal per mole. Its spin multiplicity is 1. The SMILES is NS(=O)(=O)N1C=CC=CO1. The largest force on an atom is 0.089 hartree/bohr.


[7]
This record from the Open Molecules 2025 dataset describes a 2-piece molecular cluster, C4H6N2O3S overall. The level of theory is the ωB97M-V functional and the def2-TZVPD basis.

The geometry in XYZ format:
```
16
C4H6N2O3S the ωB97M-V functional and the def2-TZVPD basis
C 0.477 -0.943 0.551
C -0.262 -0.151 -0.263
C -1.219 -2.235 -0.186
C -0.311 1.261 -0.712
N -0.139 -2.177 0.617
N -1.314 -0.978 -0.678
O 3.345 0.464 1.197
O 3.535 -1.477 -0.366
O 2.845 0.708 -1.149
S 3.189 -0.138 -0.072
H 1.395 -0.859 1.143
H -0.494 1.147 -1.829
H -1.133 1.659 -0.186
H 0.635 1.737 -0.304
H 0.213 -2.933 1.053
H -1.984 -0.630 -1.480
```

The charge is 0. The value obtained for the energy above the lowest of the compared OMol25 structures with the same formula, charge and spin is 44.3 kcal per mole. Its spin multiplicity is 1. The largest force on an atom is 0.085 hartree/bohr.


[8]
This record from the Open Molecules 2025 dataset describes one molecule with the formula C4H6N2OS. The level of theory is the ωB97M-V functional and the def2-TZVPD basis.

The geometry in XYZ format:
```
14
C4H6N2OS the ωB97M-V functional and the def2-TZVPD basis
C -1.304 0.717 -0.324
C -0.652 0.696 0.828
C -0.753 0.274 -1.619
C 0.549 -0.103 1.083
N 0.477 -0.009 -1.928
N 2.471 -1.524 -0.950
O 2.612 0.874 -0.897
S 1.702 -0.234 -0.798
H -2.181 1.315 -0.312
H -1.085 1.319 1.683
H -1.471 0.478 -2.417
H 1.156 0.336 1.957
H 0.528 -1.196 1.154
H 2.057 -2.275 -0.514
```

The charge is 0. The value obtained for the energy above the lowest of the compared OMol25 structures with the same formula, charge and spin is 124.5 kcal per mole. Its spin multiplicity is 1. The SMILES is N=[S@]1(=O)CC=CC=N1. The largest force on an atom is 0.055 hartree/bohr.


charge of number 8 (C4H6N2OS)?
0


The lowest largest force on an atom belongs to which entry?
number 3


largest force on an atom of number 5 (C4H6N2O2)?
0.114 hartree/bohr


Which value of charge does entry 7 give?
0